A 2-piece molecular cluster, C11H14N2O overall in a non-equilibrium geometry, computed with the ωB97M-V functional and the def2-TZVPD basis.

The geometry in XYZ format:
```
28
Properties=species:S:1:pos:R:3:nbo_charge:R:1
C -1.740 3.151 0.633 -0.638
C -0.570 3.263 -0.294 0.106
C 1.452 2.807 -0.925 0.192
C -0.288 4.065 -1.348 -0.114
N 0.568 2.489 -0.025 -0.502
N 0.949 3.721 -1.823 -0.525
H 2.435 2.372 -0.989 0.206
H -2.422 3.998 0.486 0.211
H -1.372 3.339 1.639 0.235
H 1.456 4.371 -2.381 0.417
H -1.015 4.806 -1.634 0.226
H -2.323 2.254 0.497 0.235
C 0.058 -4.935 -0.412 -0.629
C 0.164 -0.852 1.064 0.300
C -0.084 -1.064 -0.279 -0.283
C 0.406 -1.931 1.899 -0.265
C -0.102 -2.378 -0.762 -0.198
C 0.436 -3.229 1.391 -0.186
C 0.260 -3.466 0.018 -0.059
O 0.093 0.399 1.621 -0.724
H 0.513 1.046 1.006 0.511
H -0.269 -0.276 -0.994 0.214
H 0.565 -1.822 2.964 0.218
H -0.290 -2.394 -1.828 0.204
H 0.718 -3.973 2.124 0.204
H -0.913 -5.213 -0.792 0.223
H 0.538 -5.497 0.383 0.215
H 0.775 -5.051 -1.240 0.207
```

* energy above the lowest of the compared OMol25 structures with the same formula, charge and spin: 35.3 kcal per mole
* F_max: 3.265 eV/Å
* SMILES: Cc1ccc(O)cc1.Cc1c[nH]cn1


C30H45BrLuO2P2 as an isolated structure in a non-equilibrium geometry, computed with the ωB97M-V functional and the def2-TZVPD basis.

The geometry in XYZ format:
```
81
Properties=species:S:1:pos:R:3:mulliken_charge:R:1
Lu 0.344 -0.125 0.072 1.740
C -1.459 -0.776 1.537 0.331
C -1.099 -1.905 0.737 0.855
C 0.732 -1.328 2.044 0.564
C -0.339 -0.430 2.351 0.583
C 0.263 -2.239 1.038 0.221
C -2.826 -0.195 1.646 -1.883
H -3.369 -0.254 0.693 0.409
H -2.787 0.859 1.942 0.461
H -3.431 -0.725 2.402 0.293
C -0.356 0.560 3.459 -1.019
H -1.213 1.237 3.367 0.326
H 0.547 1.181 3.447 -0.021
H -0.414 0.075 4.448 0.264
C 2.023 -1.397 2.772 -1.231
H 1.923 -1.979 3.702 0.324
H 2.375 -0.396 3.045 0.176
H 2.804 -1.861 2.160 0.313
C 1.024 -3.374 0.451 -1.634
H 0.926 -4.262 1.091 0.356
H 2.093 -3.158 0.352 0.378
H 0.659 -3.649 -0.544 0.342
C -2.027 -2.680 -0.134 -1.426
H -2.317 -3.626 0.352 0.302
H -1.572 -2.928 -1.103 0.309
H -2.944 -2.114 -0.330 0.395
C -0.697 2.251 -1.873 -0.289
C -1.840 1.523 -1.831 -0.333
C -2.247 0.352 -2.676 -0.847
C -1.162 -0.185 -3.635 0.820
C 0.131 -0.739 -3.098 0.285
C 1.277 -0.075 -2.829 -1.034
C 1.557 1.404 -2.876 -0.155
C 0.338 2.365 -2.948 0.634
H -3.120 0.659 -3.286 0.616
H -0.962 0.674 -4.328 -1.985
H -2.655 -0.482 -2.086 0.198
H -0.078 2.293 -3.971 -1.600
H -0.486 2.883 -0.990 -0.087
H -2.556 1.774 -1.043 0.478
H 0.734 3.400 -2.921 0.773
H 2.207 1.741 -2.045 0.285
H 2.171 -0.679 -2.611 0.305
H 2.202 1.581 -3.765 0.484
H -1.607 -0.962 -4.282 0.810
H 0.181 -1.839 -3.019 0.303
P -0.303 1.522 -5.997 1.053
C -0.401 3.327 -6.168 -1.490
C -1.565 0.894 -7.131 -1.316
P 2.023 -0.514 -6.500 0.333
C 1.265 1.155 -6.823 -1.274
C 1.368 -1.361 -8.014 -1.175
C 3.599 -0.025 -7.338 -1.217
H 0.473 3.806 -5.709 0.413
H -1.318 3.705 -5.702 0.344
H -0.412 3.513 -7.248 0.480
H -1.449 1.469 -8.056 0.422
H -2.557 1.062 -6.692 0.386
H -1.418 -0.176 -7.316 0.263
H 3.354 0.306 -8.353 0.365
H 4.269 -0.888 -7.383 0.404
H 4.074 0.794 -6.786 0.364
H 1.998 1.939 -6.558 0.597
H 1.045 1.232 -7.905 0.599
H 1.912 -2.306 -8.120 0.420
H 1.578 -0.729 -8.882 0.362
H 0.295 -1.555 -7.933 0.280
Br 0.423 4.259 1.427 -0.101
C 1.722 3.613 2.662 0.329
C 1.739 4.035 3.995 -0.499
C 2.654 3.447 4.889 -0.590
C 3.548 2.465 4.449 -0.668
C 3.572 2.096 3.105 -0.212
C 2.653 2.660 2.221 0.444
C 2.608 2.203 0.803 -0.241
O 3.337 2.665 -0.062 -0.616
O 1.694 1.261 0.608 -0.654
H 1.075 4.821 4.333 0.442
H 2.662 3.748 5.936 0.397
H 4.264 2.006 5.127 0.420
H 4.280 1.370 2.700 0.548
```

* energy above the lowest of the compared OMol25 structures with the same formula, charge and spin: 0.0 kcal per mole
* charge: +1
* F_max: 4.141 eV/Å


C4H7Br3NO as an isolated structure in a non-equilibrium geometry, computed with the ωB97M-V functional and the def2-TZVPD basis.

The geometry in XYZ format:
```
16
Properties=species:S:1:pos:R:3:nbo_charge:R:1
C 1.260 0.213 -0.517 0.377
C -0.750 0.917 0.435 -0.463
C 0.961 0.023 1.787 -0.427
C 4.082 0.012 -0.210 0.059
N 0.509 0.357 0.439 -0.312
O 2.981 -0.694 -0.031 -0.679
Br 4.658 0.129 -2.031 0.172
Br 5.182 -1.585 0.793 0.428
Br 4.230 1.671 0.725 0.159
H 1.259 0.116 -1.529 0.215
H -1.410 0.009 0.353 0.246
H -0.962 1.709 -0.422 0.259
H -1.137 1.348 1.393 0.256
H 2.073 -0.160 1.808 0.257
H 0.585 -0.828 2.151 0.229
H 0.711 0.836 2.462 0.226
```

* multiplicity: 3
* expectation value of S²: 2.031
* energy above the lowest of the compared OMol25 structures with the same formula, charge and spin: 6.2 kcal per mole
* charge: +1
* F_max: 6.058 eV/Å


An isolated ion of composition C3H4N3 and charge +1 in a non-equilibrium geometry, computed with the ωB97M-V functional and the def2-TZVPD basis.

The geometry in XYZ format:
```
10
Properties=species:S:1:pos:R:3:nbo_charge:R:1
C 0.750 -1.569 -0.959 -0.018
C 0.792 -0.807 -2.001 0.020
C -0.528 0.737 0.847 0.658
N -0.357 -0.641 -1.103 -0.237
N -0.400 0.379 -0.262 -0.118
N -0.755 1.350 1.938 -0.757
H 1.070 -2.347 -0.311 0.266
H 1.154 -0.353 -2.889 0.271
H -1.660 1.277 2.394 0.457
H -0.066 1.974 2.346 0.459
```

* energy above the lowest of the compared OMol25 structures with the same formula, charge and spin: 62.4 kcal per mole
* charge: +1
* F_max: 2.808 eV/Å
* SMILES: [NH2+]=C=NN1C=C1


An isolated ion of composition C7H12N3O2 and charge +1 in a non-equilibrium geometry, computed with the ωB97M-V functional and the def2-TZVPD basis.

The geometry in XYZ format:
```
24
Properties=species:S:1:pos:R:3:nbo_charge:R:1
C 1.467 0.073 1.034 -0.207
C 1.741 0.881 0.049 -0.016
C 0.328 -0.808 1.088 0.179
C -0.722 -0.567 0.275 -0.238
C -1.990 -1.218 0.040 0.739
C -0.683 1.148 -0.476 0.154
C 0.998 0.209 -2.159 -0.445
N -0.956 2.270 0.367 -0.838
N 0.694 1.108 -1.015 -0.402
N 0.467 -1.926 1.863 -0.756
O -2.169 -2.302 0.828 -0.703
O -2.825 -0.682 -0.574 -0.565
H 2.314 0.001 1.799 0.268
H 2.602 1.519 -0.201 0.250
H -1.382 1.097 -1.322 0.249
H 0.856 -0.877 -1.930 0.261
H 0.608 0.454 -3.148 0.258
H 2.119 0.297 -2.376 0.239
H -1.891 2.101 0.788 0.412
H -0.330 2.489 1.116 0.386
H 0.844 2.067 -1.301 0.439
H -3.016 -2.748 0.614 0.515
H -0.242 -2.567 2.057 0.421
H 1.165 -2.017 2.583 0.400
```

* energy above the lowest of the compared OMol25 structures with the same formula, charge and spin: 31.1 kcal per mole
* charge: +1
* F_max: 4.842 eV/Å
* SMILES: C[N@@H+]1C=CC(N)=C(C(=O)O)[C@H]1N


One molecule with the formula C19H17BrF3N3O3, computed with the ωB97M-V functional and the def2-TZVPD basis.

The geometry in XYZ format:
```
46
Properties=species:S:1:pos:R:3:nbo_charge:R:1
O -0.579 -3.428 -0.365 -0.616
C 0.133 -2.555 0.104 0.666
C 1.585 -2.847 0.362 -0.150
C 2.289 -3.578 -0.584 -0.137
C 3.610 -3.924 -0.359 -0.240
C 4.228 -3.564 0.828 -0.041
Br 6.031 -4.079 1.060 0.097
C 3.524 -2.858 1.801 -0.202
C 4.152 -2.464 3.116 0.980
F 3.283 -1.798 3.896 -0.322
F 4.566 -3.530 3.817 -0.316
F 5.213 -1.658 2.943 -0.318
C 2.206 -2.502 1.554 -0.111
N -0.341 -1.328 0.468 -0.434
C 0.456 -0.104 0.417 -0.231
C 0.266 0.594 -0.932 -0.419
C -1.188 0.769 -1.367 0.158
C -1.996 -0.503 -1.124 -0.418
C -1.766 -1.078 0.269 -0.234
C -1.346 1.337 -2.802 -0.401
C -2.087 2.557 -2.219 -0.201
N -1.859 2.007 -0.881 -0.438
C -2.007 2.548 0.342 0.676
O -1.616 2.025 1.375 -0.625
C -2.649 3.894 0.357 -0.271
C -2.079 5.101 0.855 -0.013
N -2.886 6.110 0.722 -0.105
O -4.030 5.602 0.135 -0.271
C -3.862 4.295 -0.081 0.157
H 1.789 -3.883 -1.494 0.237
H 4.166 -4.483 -1.099 0.235
H 1.654 -1.960 2.310 0.239
H 0.136 0.545 1.230 0.240
H 1.509 -0.337 0.551 0.217
H 0.766 1.565 -0.925 0.221
H 0.750 -0.013 -1.706 0.211
H -3.056 -0.298 -1.291 0.217
H -1.685 -1.251 -1.860 0.223
H -2.300 -2.017 0.388 0.240
H -2.087 -0.373 1.036 0.225
H -0.400 1.579 -3.281 0.215
H -1.940 0.712 -3.466 0.217
H -1.610 3.524 -2.381 0.205
H -3.140 2.627 -2.493 0.194
H -1.111 5.246 1.306 0.230
H -4.692 3.778 -0.533 0.216
```

* energy above the lowest of the compared OMol25 structures with the same formula, charge and spin: 2.3 kcal per mole
* F_max: 0.190 eV/Å
* SMILES: O=C(c1ccc(Br)c(C(F)(F)F)c1)N1CCC2(CC1)CCN2C(=O)c1cnoc1


A 2-piece molecular cluster, C3H5O3 overall in a non-equilibrium geometry, computed with the ωB97M-V functional and the def2-TZVPD basis.

The geometry in XYZ format:
```
11
Properties=species:S:1:pos:R:3:nbo_charge:R:1
C -1.048 -2.238 0.278 -0.600
C -0.482 -1.013 0.168 0.211
O -0.386 0.019 1.025 -0.738
H -1.468 -2.753 -0.573 0.186
H -1.035 -2.741 1.179 0.168
H -0.409 -0.728 -0.953 0.148
H 0.412 0.613 0.694 0.507
O 1.117 0.965 -0.569 -0.770
C 1.072 2.217 -0.480 0.634
O 1.501 3.046 -1.331 -0.751
H 0.726 2.614 0.562 0.005
```

* energy above the lowest of the compared OMol25 structures with the same formula, charge and spin: 27.5 kcal per mole
* charge: -1
* F_max: 4.059 eV/Å


C27H39BN6O4S4W as an isolated structure, computed with the ωB97M-V functional and the def2-TZVPD basis.

The geometry in XYZ format:
```
82
Properties=species:S:1:pos:R:3:mulliken_charge:R:1
W 0.085 0.976 0.312 0.662
C 2.451 -3.342 2.323 -1.872
C 2.944 -2.507 1.184 0.347
C 4.236 -2.547 0.716 -0.230
C 4.669 -1.711 -0.332 -0.434
N 3.819 -0.908 -0.949 -0.086
N 2.575 -0.870 -0.489 0.163
B 1.530 0.012 -1.236 0.569
N 2.326 1.118 -2.005 0.374
N 2.632 0.914 -3.280 -0.524
C 3.464 1.776 -3.841 -0.116
C 4.033 2.824 -3.088 -0.252
C 3.701 3.035 -1.773 0.638
C 4.250 4.143 -0.932 -1.923
C 2.768 2.114 -1.265 1.013
S 2.059 2.235 0.360 -0.429
C 3.793 1.538 -5.308 2.086
C 4.997 0.590 -5.371 -1.382
C 2.598 0.892 -6.012 -1.582
C 4.133 2.860 -6.002 -2.027
N 0.796 -0.865 -2.291 0.428
N 1.455 -1.888 -2.843 -0.361
C 0.868 -2.491 -3.857 -0.127
C -0.366 -2.023 -4.370 -0.309
C -1.036 -0.974 -3.800 0.119
C -2.362 -0.478 -4.288 -1.881
C -0.383 -0.423 -2.677 1.056
S -1.133 0.820 -1.678 -0.370
C 1.553 -3.701 -4.473 2.105
C 0.532 -4.838 -4.610 -1.824
C 2.072 -3.293 -5.859 -1.515
C 2.716 -4.171 -3.607 -1.897
C 2.121 -1.569 0.535 0.979
S 0.493 -1.194 1.119 -0.450
C 6.116 -1.622 -0.809 2.128
C 6.556 -0.152 -0.736 -1.498
C 7.042 -2.466 0.063 -2.245
C 6.187 -2.102 -2.261 -1.390
H 3.233 -4.018 2.661 0.410
H 2.152 -2.710 3.161 0.427
H 1.585 -3.934 2.028 0.390
H 4.947 -3.210 1.190 0.597
H 4.729 3.495 -3.574 0.345
H 4.862 4.815 -1.529 0.401
H 3.447 4.724 -0.478 0.443
H 4.863 3.738 -0.125 0.380
H 4.752 -0.380 -4.932 0.093
H 5.279 0.430 -6.412 0.489
H 5.867 0.993 -4.848 0.346
H 2.322 -0.056 -5.555 0.039
H 1.724 1.547 -6.006 0.382
H 2.863 0.700 -7.053 0.511
H 5.077 3.287 -5.661 0.402
H 4.241 2.682 -7.072 0.448
H 3.346 3.607 -5.873 0.435
H -0.797 -2.523 -5.228 0.520
H -2.483 -0.722 -5.341 0.439
H -3.172 -0.950 -3.729 0.363
H -2.460 0.601 -4.176 0.502
H -0.258 -4.618 -5.328 0.361
H 1.039 -5.735 -4.965 0.485
H 0.068 -5.076 -3.651 0.395
H 1.279 -2.904 -6.501 0.366
H 2.849 -2.531 -5.781 0.177
H 2.502 -4.160 -6.362 0.504
H 2.373 -4.507 -2.626 0.361
H 3.200 -5.016 -4.099 0.504
H 3.458 -3.391 -3.459 0.259
H 6.474 0.240 0.280 0.369
H 7.599 -0.075 -1.041 0.495
H 5.959 0.470 -1.405 0.158
H 7.029 -2.146 1.107 0.495
H 6.804 -3.531 0.021 0.460
H 8.066 -2.357 -0.295 0.400
H 5.493 -1.541 -2.889 0.043
H 7.196 -1.949 -2.644 0.475
H 5.955 -3.165 -2.350 0.372
O 0.077 1.751 2.303 -0.560
S -1.386 2.059 1.914 1.183
O -2.245 2.700 2.809 -0.502
O -1.074 2.710 0.534 -0.533
O -1.746 0.653 1.363 -0.570
```

* energy above the lowest of the compared OMol25 structures with the same formula, charge and spin: 0.0 kcal per mole
* charge: +2
* F_max: 0.738 eV/Å